Entry 1:
{"formula": "C2ClN2O2", "method": "ωB97M-V/def2-TZVPD", "species": ["C", "C", "N", "N", "O", "O", "Cl"], "xyz": [[-1.686307, 0.049147, 0.047295], [1.422367, -0.022882, -0.083593], [0.348880, 0.535141, -0.512008], [1.558271, 1.019736, 0.631419], [-1.502905, -0.295481, 1.179103], [-2.237166, 0.321251, -0.966604], [2.096859, -1.606913, -0.295612]], "forces_ev_per_angstrom": [[0.8, -0.1, 0.9], [-0.9, 1.0, 0.8], [-0.7, 0.0, -1.5], [1.0, -0.7, 0.4], [-0.9, 0.4, -1.7], [0.3, -0.4, 1.1], [0.4, -0.2, 0.0]], "orbital_gap_ha": 0.2291, "total_charge": -1, "homo_ev": -2.703}

Entry 2:
{"formula": "C4H5N3", "method": "ωB97M-V/def2-TZVPD", "species": ["N", "C", "C", "N", "C", "N", "C", "H", "H", "H", "H", "H"], "xyz": [[0.875130, 1.465628, 0.453547], [0.154061, 0.382089, -0.048409], [-0.259425, -0.678774, 0.997826], [-0.316767, -2.012149, 0.309339], [-0.868308, -1.657777, -0.736352], [-1.227238, -0.851141, -1.597281], [-0.303800, 0.254556, -1.307336], [1.638344, 1.195714, 1.061719], [1.211408, 2.098033, -0.262254], [0.461764, -0.758728, 1.814700], [-1.228675, -0.392800, 1.430230], [-0.136495, 0.955349, -2.115731]], "forces_ev_per_angstrom": [[0.1, 0.0, -0.1], [-0.2, -0.2, -0.2], [0.0, 0.3, 0.2], [-0.3, 0.0, -0.5], [0.1, 0.2, 0.1], [0.0, -0.5, 0.3], [0.3, 0.3, 0.2], [-0.1, 0.0, 0.0], [-0.1, 0.0, 0.1], [0.0, 0.0, -0.2], [0.1, 0.0, 0.0], [0.0, -0.1, 0.1]], "orbital_gap_ha": 0.3122, "smiles": "NC1=CN=C=NC1", "homo_ev": -8.175}

Entry 3:
{"formula": "C19H38N7O2PtS2", "method": "ωB97M-V/def2-TZVPD", "species": ["Pt", "N", "C", "C", "N", "H", "H", "H", "H", "H", "H", "H", "H", "C", "N", "C", "C", "S", "N", "C", "C", "H", "H", "H", "H", "H", "H", "H", "H", "H", "H", "H", "H", "C", "N", "C", "C", "N", "N", "C", "C", "H", "H", "H", "H", "H", "H", "H", "H", "H", "H", "H", "H", "H", "O", "C", "O", "C", "C", "C", "C", "S", "C", "C", "H", "H", "H", "H", "H"], "xyz": [[-0.162036, 1.396930, 0.163009], [-1.917699, 3.166761, 0.031764], [-1.385617, 4.315920, -0.717723], [-0.038142, 4.731695, -0.154332], [0.938389, 3.655210, -0.346521], [-2.744075, 2.792073, -0.417589], [-2.174481, 3.447946, 0.972523], [-2.067568, 5.168215, -0.704945], [-1.259774, 4.008892, -1.759078], [-0.139935, 4.902795, 0.919110], [0.271626, 5.674629, -0.609844], [1.735483, 3.757919, 0.269526], [1.292520, 3.626861, -1.295802], [4.135916, -2.686735, -1.794086], [2.902800, -1.918545, -1.610376], [1.876441, -2.205553, -2.602440], [2.896736, -0.756625, -0.908789], [1.939697, 0.557936, -1.413159], [3.658117, -0.705528, 0.194439], [3.973810, 0.562887, 0.842085], [3.908086, -1.880317, 1.030011], [4.334325, -2.773801, -2.863276], [4.057958, -3.690958, -1.375552], [4.974843, -2.172139, -1.336832], [1.842426, -3.285123, -2.746298], [2.097914, -1.727024, -3.559772], [0.907766, -1.858075, -2.253514], [4.081243, 1.345307, 0.096246], [4.915149, 0.443223, 1.378065], [3.190009, 0.853894, 1.547133], [3.358245, -2.738229, 0.659559], [3.561266, -1.662402, 2.041544], [4.970813, -2.122061, 1.075100], [-2.230986, -2.520757, -1.759765], [-2.290998, -1.088452, -1.460845], [-2.604970, -0.765256, -0.079020], [-1.630640, -0.184950, -2.232389], [-1.089673, 0.890268, -1.726354], [-1.570980, -0.459592, -3.573947], [-0.630624, 0.271167, -4.404937], [-2.748488, -0.955256, -4.282509], [-1.727303, -3.041840, -0.942834], [-1.672871, -2.698049, -2.673671], [-3.231804, -2.941280, -1.868842], [-3.220731, -1.564776, 0.327324], [-3.167510, 0.166434, -0.018541], [-1.707368, -0.674150, 0.539472], [-0.757449, 1.508217, -2.452205], [-1.011138, 1.258026, -4.698510], [-0.457621, -0.301516, -5.315159], [0.321170, 0.387567, -3.887117], [-3.522071, -1.245331, -3.579521], [-2.493939, -1.814090, -4.904863], [-3.149383, -0.169486, -4.928193], [-2.188124, -1.951574, 7.268467], [-2.631006, -1.697714, 6.022049], [-3.679276, -2.147147, 5.655812], [-1.765839, -0.847377, 5.138959], [-0.407220, -0.639127, 5.351081], [0.337621, 0.126075, 4.467218], [-0.270270, 0.703660, 3.354947], [0.713156, 1.665376, 2.253818], [-1.640327, 0.511662, 3.157487], [-2.374271, -0.264342, 4.032948], [-1.383560, -1.458181, 7.463572], [0.106554, -1.103260, 6.185453], [1.398762, 0.267067, 4.629327], [-2.120088, 0.983381, 2.309637], [-3.432985, -0.431378, 3.881463]], "forces_ev_per_angstrom": [[0.2, -0.5, 0.6], [0.0, 0.1, 0.0], [0.0, -0.1, 0.1], [0.2, -0.2, 0.0], [0.1, 0.6, -0.2], [0.0, -0.1, 0.0], [0.0, 0.0, 0.0], [0.0, 0.0, 0.0], [0.0, 0.0, 0.0], [0.0, 0.0, 0.0], [0.0, 0.1, 0.0], [0.0, 0.0, 0.0], [0.0, 0.1, 0.0], [-0.1, 0.0, 0.0], [0.1, 0.1, 0.0], [0.0, 0.1, 0.0], [-0.3, -0.2, 0.0], [0.0, 0.0, 0.0], [0.1, 0.0, 0.2], [0.0, 0.0, 0.0], [0.0, 0.1, 0.0], [0.0, 0.0, 0.0], [0.0, 0.0, 0.0], [0.0, 0.0, 0.0], [0.0, 0.0, 0.0], [0.0, 0.0, 0.0], [0.0, 0.0, 0.0], [0.0, 0.0, 0.0], [0.0, 0.0, 0.0], [0.1, 0.0, 0.0], [0.0, 0.0, 0.0], [0.0, 0.0, 0.0], [0.0, 0.0, 0.0], [0.0, 0.1, 0.0], [0.2, -0.1, 0.0], [-0.1, -0.1, 0.1], [-0.1, -0.1, -0.1], [0.1, 0.2, 0.3], [0.0, 0.0, 0.0], [0.0, 0.0, 0.0], [0.1, 0.0, 0.0], [0.0, 0.0, 0.0], [0.0, 0.0, 0.0], [0.0, 0.0, 0.0], [-0.1, 0.0, 0.0], [0.1, 0.0, 0.0], [0.0, 0.0, 0.0], [-0.1, 0.0, -0.1], [0.0, 0.0, 0.0], [0.0, 0.0, 0.0], [0.0, 0.0, 0.0], [0.0, 0.0, 0.0], [0.0, 0.0, 0.0], [0.0, 0.0, 0.0], [0.1, 0.0, 0.0], [-0.1, -0.1, 0.0], [0.1, 0.1, 0.0], [0.1, 0.0, 0.0], [0.0, -0.1, 0.0], [0.0, 0.0, 0.0], [-0.1, -0.1, 0.1], [-0.4, -0.3, -0.8], [0.0, 0.0, 0.0], [-0.1, 0.1, -0.1], [0.0, 0.0, 0.0], [0.0, 0.0, 0.0], [0.0, 0.0, 0.0], [0.0, 0.0, 0.0], [0.0, 0.0, 0.0]], "spin_multiplicity": 3, "orbital_gap_ha": [0.2882, 0.2063], "total_charge": 1, "homo_ev": [-9.762, -10.055]}

Entry 4:
{"formula": "C13H26BrFNO3", "method": "ωB97M-V/def2-TZVPD", "species": ["C", "O", "C", "C", "C", "C", "C", "C", "C", "N", "Br", "C", "C", "C", "O", "C", "C", "O", "F", "H", "H", "H", "H", "H", "H", "H", "H", "H", "H", "H", "H", "H", "H", "H", "H", "H", "H", "H", "H", "H", "H", "H", "H", "H", "H"], "xyz": [[2.687921, -2.653918, 0.602857], [3.706995, -1.827666, -0.026860], [4.031474, -0.662306, 0.774818], [4.134339, 0.604111, -0.246167], [2.602559, 0.891091, -0.726754], [1.976847, 2.144126, 0.067804], [0.901704, 1.733740, 1.203746], [-0.627740, 1.999267, 0.682733], [-1.723647, 1.071212, 1.395432], [-2.139600, -0.164846, 0.647517], [-0.755325, -1.461171, 0.903446], [-2.522049, 0.026051, -0.793336], [-1.355993, -0.225650, -1.870871], [-1.394154, -1.723939, -2.530740], [-1.727053, -1.689274, -3.943644], [-3.325208, -0.755074, 1.420713], [-4.689690, 0.051260, 1.219825], [-5.509048, -0.363011, 0.367357], [-5.036405, 1.249933, 1.927432], [2.554797, -2.426776, 1.721821], [3.015028, -3.752865, 0.498436], [1.709633, -2.526199, -0.002558], [5.016679, -0.859297, 1.335856], [3.235574, -0.388885, 1.554086], [4.614908, 1.503322, 0.272551], [4.788699, 0.310098, -1.146792], [2.661152, 1.108513, -1.858771], [1.947197, -0.035688, -0.579723], [1.446282, 2.877988, -0.639328], [2.812870, 2.727456, 0.612541], [1.075630, 2.473891, 2.081114], [1.050735, 0.690218, 1.644104], [-0.666259, 2.027736, -0.458178], [-0.855198, 3.084692, 1.025715], [-2.590320, 1.758624, 1.716560], [-1.247192, 0.708368, 2.389719], [-3.031719, 1.050738, -0.921222], [-3.346711, -0.752868, -1.040480], [-1.593705, 0.478701, -2.763947], [-0.304739, 0.077067, -1.524527], [-2.177513, -2.380892, -1.983576], [-0.386803, -2.254612, -2.436135], [-2.472108, -1.066161, -4.099034], [-2.998133, -0.858492, 2.516886], [-3.494714, -1.818614, 1.009573]], "forces_ev_per_angstrom": [[0.3, -0.8, -0.5], [-1.2, 0.3, 1.9], [1.0, 1.4, -0.4], [-0.7, -1.4, 0.3], [0.9, 0.9, -0.4], [-0.2, -0.1, 0.5], [-0.1, 1.1, 0.1], [0.7, 0.6, 0.7], [1.7, 2.4, 1.5], [-1.3, 0.1, 1.2], [0.1, -0.2, -0.4], [-0.7, -0.4, -2.5], [-0.2, 0.3, -1.1], [-0.4, 0.0, 0.4], [0.0, 0.6, 1.3], [-0.5, -0.8, 1.1], [-3.9, -0.5, -3.4], [3.9, 1.9, 4.1], [1.7, -3.0, -1.2], [0.1, -0.2, -1.7], [-0.6, 1.7, 0.2], [1.2, -0.2, 1.1], [-1.4, 0.3, -0.8], [0.9, -0.6, -1.1], [-0.8, -1.2, -0.7], [-1.0, 0.4, 1.5], [-0.4, -0.3, 1.8], [1.0, 1.1, -0.2], [0.9, -1.0, 1.0], [-1.3, -0.9, -1.1], [-0.4, -1.4, -1.3], [-0.2, 1.3, -0.9], [-0.1, -0.3, 1.6], [0.2, -1.9, -0.7], [0.7, -1.6, -1.0], [-0.9, 0.5, -1.7], [1.1, -1.4, 0.5], [1.4, 1.3, 0.6], [0.4, -1.0, 1.6], [-1.6, -0.5, -0.3], [1.2, 1.0, -0.7], [-1.4, 0.9, -0.2], [0.7, -0.7, 0.3], [-0.6, 0.4, -1.6], [0.0, 1.9, 0.6]], "orbital_gap_ha": 0.2560, "total_charge": 1, "smiles": "COCCCCCCC[N@+](Br)(CCCO)CC(=O)F", "homo_ev": -12.299}